# C42H45N8NiO

C42H45N8NiO as an isolated structure at a distorted geometry (ωB97M-V with the def2-TZVPD basis set, the Open Molecules 2025 dataset).

Cartesian coordinates (Å):
Ni1 -1.9006 1.7012 1.5980
O1 -0.6777 -0.0091 1.0760
N1 -2.4743 2.0068 -0.4721
N2 -3.8755 0.5052 1.7323
N3 -0.0842 2.8902 1.4665
N4 -0.8678 -5.0789 -1.5789
N5 5.0360 1.2323 1.4317
N6 4.5598 -3.9987 -2.5385
N7 -1.7572 1.1644 3.7058
N8 2.5149 2.8221 -3.2374
C1 -1.3378 -4.2312 -2.5521
C2 -2.8821 1.2002 -2.8037
C3 4.1068 0.2792 1.1256
C4 -2.5837 3.2720 -0.9832
C5 -0.5636 0.6867 4.1889
C6 -2.1991 -3.8127 0.0252
C7 2.1007 0.4891 -2.5431
C8 -2.5891 0.7759 5.9941
C9 0.3832 3.6045 2.4697
C10 -2.6946 -3.0042 -0.9605
C11 2.2424 -3.4533 -2.1275
C12 6.1554 0.6060 -0.6379
C13 1.3308 2.7435 -3.8573
C14 1.7851 3.7276 0.0304
C15 -2.2506 -3.2096 -2.2535
C16 0.9514 -1.9712 1.5237
C17 2.8710 1.6787 -2.5880
C18 4.4958 -3.2942 -3.6822
C19 -1.2796 -4.8821 -0.2947
C20 1.5908 4.2357 2.4291
C21 0.8168 0.4526 -3.1112
C22 -3.1140 2.5461 -3.2192
C23 0.4068 1.6476 -3.7366
C24 -5.1260 1.0379 1.6883
C25 3.5099 -3.9590 -1.7340
C26 0.2507 -0.9153 0.5859
C27 -3.8427 -0.8649 1.8833
C28 -4.9406 -1.6198 2.1397
C29 -6.3481 0.3395 1.8420
C30 0.5612 3.0117 0.2478
C31 -2.5527 0.9675 -1.4258
C32 -2.7035 1.1865 4.6801
C33 -1.3334 0.2318 6.3678
C34 3.3045 -2.7719 -4.1846
C35 -2.9110 3.5726 -2.2856
C36 4.2152 -0.5725 0.0816
C37 2.1698 -2.8388 -3.3733
C38 5.2486 -0.3911 -0.8487
C39 6.1513 1.2938 0.6019
C40 -6.2197 -1.0399 1.9796
C41 2.2387 4.3639 1.1411
C42 -0.3225 0.2126 5.4287
H1 2.4810 -0.2837 -1.8915
H2 -2.4422 4.0434 -0.2407
H3 -4.9112 -2.6181 2.5507
H4 3.1618 4.8950 0.9621
H5 -0.2841 -1.5399 -0.1297
H6 3.8432 1.6835 -2.1175
H7 -0.9266 -5.5940 0.4367
H8 -3.0546 4.5982 -2.5921
H9 -7.2717 0.8709 1.6659
H10 -3.3423 -2.1652 -0.7532
H11 -3.4446 2.7452 -4.2279
H12 -2.9654 0.3338 -3.4432
H13 0.7121 0.0022 5.6562
H14 6.8122 2.0941 0.9003
H15 1.2451 -2.4995 -3.8162
H16 -5.3056 2.0847 1.4923
H17 0.1908 -0.4071 -2.9226
H18 -2.5890 -2.4656 -2.9594
H19 3.1684 -2.3249 -5.1583
H20 1.0418 -0.4879 -0.0303
H21 -1.1229 -0.0275 7.3949
H22 -7.0714 -1.6835 2.1435
H23 -2.2495 -0.0460 -1.2081
H24 -3.6540 1.5317 4.3010
H25 -3.4392 0.6845 6.6539
H26 -2.8050 -1.1581 1.9424
H27 1.4858 -3.5571 -1.3639
H28 2.0326 4.7362 3.2779
H29 5.4016 -3.2784 -4.2701
H30 -0.2927 3.7750 3.2945
H31 7.0535 0.6869 -1.2322
H32 1.6840 -2.4391 0.8660
H33 0.2287 -2.7006 1.8894
H34 1.4971 -1.5679 2.3768
H35 -0.8955 -4.3820 -3.5258
H36 5.3958 -0.9770 -1.7439
H37 3.6611 -4.2731 -0.7118
H38 3.4927 -1.3320 -0.1783
H39 0.1603 2.3842 -0.5345
H40 0.3043 0.6477 3.5473
H41 -0.5525 1.6387 -4.2326
H42 3.3532 0.1206 1.8828
H43 2.2964 3.8438 -0.9138
H44 0.9791 3.5505 -4.4831
H45 -2.6285 -3.7097 1.0108

Summary:
HOMO (spin up / spin down) (hartree): -0.11900 / -0.26733
E (Ha): -3648.81640
M (g/mol): 736.6
Relative energy (zero: lowest compared OMol25 entry of this formula, charge and spin) (kJ/mol): 90.8
Spin multiplicity: 4
Charge: 0



# C29H29ClLuN2OP

C29H29ClLuN2OP as an isolated structure at a distorted geometry (ωB97M-V with the def2-TZVPD basis set, the Open Molecules 2025 dataset).

Cartesian coordinates (Å):
Lu1 -0.5175 0.2912 1.1100
Cl1 -1.5394 0.7257 3.2511
P1 -0.6135 0.9211 -1.5936
O1 0.3049 -1.5962 1.0677
N1 1.2126 -1.4449 3.2094
N2 1.9783 -0.5229 3.8597
C1 2.4658 -0.7637 5.2017
C2 -4.1873 -1.0774 -3.7233
C3 -4.3840 -0.2999 -2.5746
C4 -2.8975 -1.2816 -4.2236
C5 -1.8598 3.2139 -2.7644
C6 2.2220 0.9130 -4.5408
C7 2.3464 0.4778 3.0484
C8 -2.0729 4.5928 -2.8903
C9 3.0558 -0.4510 -2.7033
C10 1.1746 -1.0692 1.9202
C11 -1.7941 -0.7248 -3.5742
C12 -1.9900 0.1139 -2.4694
C13 -0.5772 -4.6471 3.8204
C14 -0.4656 -2.0775 4.9131
C15 -0.2319 5.0213 -1.3728
C16 3.1364 1.6268 3.5543
C17 -1.4046 -4.3042 4.9021
C18 -0.8544 2.7250 -1.9201
C19 -3.2907 0.2991 -1.9584
C20 1.8122 -0.3763 -2.0816
C21 3.2730 0.2256 -3.9175
C22 0.3720 -2.4247 3.8500
C23 1.8256 0.2260 1.7698
C24 1.0059 1.0718 -3.8707
C25 -0.0167 3.6484 -1.2576
C26 -1.2684 5.4971 -2.1831
C27 -1.3611 -3.0085 5.4433
C28 0.8369 0.5031 -2.5987
C29 0.2863 -3.6978 3.2731
H1 2.0838 -1.7134 5.5649
H2 -0.4583 -1.0509 5.2865
H3 0.9059 -3.9407 2.4102
H4 -0.1483 -4.2302 -4.0967
H5 1.6008 -1.0020 -1.2005
H6 -2.8584 4.9533 -3.5541
H7 -5.3937 -0.1440 -2.1845
H8 -2.0305 -2.7176 6.2640
H9 2.6862 2.0976 4.4428
H10 -2.1089 -5.0278 5.3200
H11 -1.4417 6.5672 -2.2837
H12 2.2426 0.5751 0.8144
H13 0.8119 3.2788 -0.6507
H14 -2.7401 -1.8665 -5.1306
H15 2.3431 1.3333 -5.5433
H16 -5.0420 -1.5202 -4.2341
H17 -0.8946 -4.3000 -4.1442
H18 -2.4674 2.5128 -3.3419
H19 2.1323 0.0340 5.8691
H20 0.1902 1.6320 -4.3303
H21 3.8652 -1.0346 -2.2386
H22 3.5694 -0.7942 5.2184
H23 -0.6311 -5.6529 3.3948
H24 -3.4516 0.9442 -1.0919
H25 4.1508 1.3069 3.8438
H26 4.2568 0.2005 -4.3857
H27 0.4125 5.7313 -0.8429
H28 -0.7873 -0.9100 -3.9427
H29 3.2204 2.4123 2.7913

Summary:
HOMO (hartree): -0.51673
E (Ha): -3343.82298
M (g/mol): 663.0
Relative energy (zero: lowest compared OMol25 entry of this formula, charge and spin) (kJ/mol): 14.4
Charge: +2



# C30H26N7NaO7S2Se2

C30H26N7NaO7S2Se2 as an isolated structure at a distorted geometry (ωB97M-V with the def2-TZVPD basis set, the Open Molecules 2025 dataset).

Cartesian coordinates (Å):
Se1 3.5164 2.3026 -1.0398
Se2 2.7349 0.9453 -2.7052
S1 -5.0285 0.1773 2.5086
S2 1.2391 0.3198 2.8524
Na1 0.1568 0.5384 0.3505
O1 1.1450 1.4752 1.9866
O2 -6.0598 -0.6448 1.9120
O3 1.1822 -1.2911 -2.8694
O4 -1.8759 0.9363 0.8474
O5 2.5402 0.1473 3.4805
O6 0.1263 0.1638 -1.5372
O7 -5.0876 0.2092 3.9593
N1 -0.8247 -1.8251 -2.0262
N2 0.7344 -0.8950 1.9870
N3 0.1445 -3.0410 1.5674
N4 3.0281 -0.2013 -0.0848
N5 -3.5473 -0.1334 1.9590
N6 0.8828 2.9303 -2.4173
N7 -1.8393 -1.6271 -1.0502
C1 -3.7119 3.2883 0.5822
C2 4.6155 0.9169 1.2818
C3 -6.1463 2.8101 1.9052
C4 -3.9549 2.0774 1.2105
C5 0.6238 0.8962 5.4598
C6 -1.1632 3.1498 -3.6195
C7 3.1860 -1.2995 0.6227
C8 1.1331 1.8249 -3.0968
C9 0.2561 -0.9381 -2.1204
C10 0.0100 -4.2929 1.9519
C11 -0.8541 2.0236 -4.3816
C12 0.3416 -4.7741 3.2049
C13 0.3245 1.3625 -4.1417
C14 4.0913 -1.3830 1.6668
C15 -5.1540 1.8593 1.8610
C16 0.9621 -2.5353 3.7663
C17 0.6190 -2.1402 2.4458
C18 -4.7006 4.2617 0.6268
C19 -1.5244 0.5351 6.4756
C20 -1.2194 0.1538 4.1165
C21 -0.1856 0.8967 6.5809
C22 -0.2544 3.5593 -2.6624
C23 0.1046 0.5209 4.2360
C24 3.7173 0.8691 0.2244
C25 -2.0368 0.1725 5.2348
C26 -3.0176 0.8874 1.3128
C27 0.8385 -3.8529 4.1271
C28 -2.4184 0.5575 7.6817
C29 4.7981 -0.2415 2.0107
C30 -5.9066 4.0241 1.2726
H1 -1.8518 0.3474 8.5890
H2 -1.5315 1.6750 -5.1511
H3 -2.0574 -0.6324 -1.0851
H4 5.4853 -0.2542 2.8432
H5 -0.4008 -4.9571 1.1980
H6 -2.0959 3.6751 -3.7684
H7 1.1242 -4.1804 5.1225
H8 2.5858 -2.1407 0.3099
H9 0.2245 1.1750 7.5436
H10 4.2110 -2.3069 2.2123
H11 0.2072 -5.8175 3.4591
H12 -1.4555 -1.7790 -0.1093
H13 -4.5338 5.2262 0.1638
H14 1.3365 -1.7922 4.4552
H15 -3.0798 -0.0928 5.1253
H16 -0.4265 4.4524 -2.0726
H17 -1.6061 -0.1503 3.1589
H18 -2.8809 1.5413 7.7801
H19 -7.0741 2.6184 2.4250
H20 -0.5691 -2.8007 -2.0974
H21 -3.2156 -0.1743 7.5719
H22 5.1447 1.8290 1.5185
H23 1.6694 1.1555 5.5026
H24 0.6064 0.4648 -4.6718
H25 -6.6662 4.7942 1.2833
H26 -2.7709 3.4442 0.0764

Summary:
HOMO (hartree): -0.08045
E (Ha): -7830.47293
M (g/mol): 841.6
Relative energy (zero: lowest compared OMol25 entry of this formula, charge and spin) (kJ/mol): 184.8
Charge: -2



# C21H31Cl5HfP2

C21H31Cl5HfP2 as an isolated structure at a distorted geometry (ωB97M-V with the def2-TZVPD basis set, the Open Molecules 2025 dataset).

Cartesian coordinates (Å):
Hf1 0.8348 -0.1288 2.8499
Cl1 -3.3443 0.8167 4.0653
Cl2 2.2145 2.6894 6.5858
Cl3 -0.4194 3.3501 8.0104
Cl4 2.6868 0.8568 3.7392
Cl5 -3.1537 2.3829 6.9576
P1 0.1579 1.2838 0.8842
P2 0.3892 -1.8568 0.7921
C1 1.9960 -2.6873 0.4837
C2 -1.6447 0.5724 -4.5617
C3 -0.0024 -0.9970 -0.7869
C4 0.6976 2.1646 5.9204
C5 -0.6062 -1.6821 -3.9024
C6 -0.5965 1.0149 4.1353
C7 -1.6038 1.7557 0.8873
C8 -1.2591 -0.8865 -4.9799
C9 1.0575 2.8140 0.7078
C10 -1.8199 1.2843 4.8087
C11 0.4987 1.4832 4.7628
C12 0.7239 -1.7636 -3.7344
C13 0.6329 1.2123 -3.7799
C14 -0.7025 1.2774 -3.6243
C15 0.3130 0.4768 -0.8053
C16 -0.5402 2.4637 6.5747
C17 -1.7891 1.9708 6.0317
C18 0.2596 -1.9414 3.9575
C19 -0.8363 -3.1957 0.8553
C20 1.2981 0.5014 -4.9071
C21 1.6875 -0.9838 -4.5870
H1 2.2716 1.0025 -5.0314
H2 2.6496 -0.9163 -4.0511
H3 1.3375 0.6548 -1.1872
H4 0.9150 -1.8021 4.8360
H5 0.5700 -1.4953 -1.5593
H6 -2.2785 0.8943 0.8527
H7 -1.1503 1.9353 -2.8581
H8 -1.7893 1.1687 -5.4902
H9 0.8367 3.2722 -0.2569
H10 -1.7724 2.4144 0.0092
H11 -1.2497 -2.2980 -3.2678
H12 2.1280 2.6409 0.7992
H13 2.1547 -3.4703 1.2377
H14 -0.7868 -1.8613 4.2518
H15 1.1564 -2.4983 -3.0322
H16 1.2700 1.7661 -3.0852
H17 2.8280 -1.9685 0.5373
H18 -0.5837 -3.7766 1.7470
H19 0.4442 -2.9602 3.5824
H20 -1.8037 2.3049 1.8156
H21 0.7907 0.5641 -5.8850
H22 2.0136 -3.1559 -0.5024
H23 -2.2358 -1.3695 -5.1451
H24 1.8608 -1.5056 -5.5561
H25 0.7434 3.4857 1.5083
H26 -0.7952 -3.8720 -0.0142
H27 -0.4144 0.9739 -1.4395
H28 -1.8442 -2.7834 0.9289
H29 -1.0288 -1.1892 -1.0747
H30 -0.7483 -0.8827 -5.9558
H31 -2.6186 0.4789 -4.0547

Summary:
HOMO (hartree): -0.49814
E (Ha): -3849.77805
M (g/mol): 701.2
Relative energy (zero: lowest compared OMol25 entry of this formula, charge and spin) (kJ/mol): 0.0
Charge: +2



# C4H6O

An isolated molecule of C4H6O (ωB97M-V with the def2-TZVPD basis set, the Open Molecules 2025 dataset).

Cartesian coordinates (Å):
O1 -0.6291 0.8674 2.0739
C1 0.1397 -0.7504 -1.1165
C2 0.0939 0.8176 0.8652
C3 0.3521 -0.4896 -2.3730
C4 0.0763 -0.5599 0.2482
H1 -0.2757 1.5386 0.1194
H2 1.1164 1.1124 1.1233
H3 -0.4462 -0.4271 -3.1090
H4 1.0457 -1.3675 -0.7101
H5 0.0914 -1.4053 0.9360
H6 -1.5527 0.6709 1.8755

Summary:
HOMO (spin up / spin down) (hartree): -0.29652 / -0.29649
E (Ha): -231.04105
M (g/mol): 70.1
Relative energy (zero: lowest compared OMol25 entry of this formula, charge and spin) (kJ/mol): 479.6
Charge: 0



# C3H11NOS2

A 2-piece molecular cluster, C3H11NOS2 overall at a distorted geometry (ωB97M-V with the def2-TZVPD basis set, the Open Molecules 2025 dataset).

Cartesian coordinates (Å):
S1 0.7468 0.8154 -2.1895
S2 0.2431 -1.0006 -3.0830
O1 0.7251 -3.3898 -0.4052
N1 1.1873 0.1879 1.2163
C1 -0.8366 1.5464 1.6471
C2 -0.3157 0.7529 -0.7055
C3 0.3298 1.1978 0.6218
H1 -1.2840 1.3052 -0.9618
H2 1.9552 0.0623 0.5738
H3 0.3656 -3.8119 0.3805
H4 0.6531 -0.6636 1.3913
H5 0.9264 2.0944 0.5095
H6 -1.5216 0.6923 1.6165
H7 -0.2846 1.5972 2.5829
H8 -1.3458 2.4331 1.2927
H9 -0.5369 -0.3079 -0.5290
H10 0.0956 -2.6964 -0.6355
H11 -1.1027 -0.8147 -3.3229

Summary:
HOMO (hartree): -0.32839
E (Ha): -1047.25410
M (g/mol): 141.3
Relative energy (zero: lowest compared OMol25 entry of this formula, charge and spin) (kJ/mol): 34.8
Charge: 0



# C49H52F6N3O

An isolated ion of composition C49H52F6N3O and charge +1 at a distorted geometry (ωB97M-V with the def2-TZVPD basis set, the Open Molecules 2025 dataset).

Cartesian coordinates (Å):
F1 -1.2277 -0.8250 -5.7595
F2 -1.2290 -2.2157 -4.0417
F3 -3.1170 -1.3148 -4.7509
F4 -4.0018 3.4946 -3.7917
F5 -3.5573 3.9069 -1.6706
F6 -2.1658 4.5922 -3.2478
O1 -3.4436 -7.5540 -0.7567
N1 1.8864 1.1868 0.9745
N2 1.1211 1.6394 -0.0229
N3 1.5484 -0.1110 1.1409
C1 1.5069 4.1132 -2.7598
C2 -0.1053 4.2588 2.1041
C3 5.2010 -1.1011 0.0431
C4 3.6017 1.5380 -2.7671
C5 1.5586 1.6580 -4.2683
C6 3.7424 -0.7850 2.0613
C7 -2.1845 -3.6484 -0.2051
C8 -2.9962 3.5560 -2.8763
C9 -0.3356 -1.7548 4.7725
C10 -1.7897 -1.0592 -4.5393
C11 1.2499 5.2825 -2.0448
C12 2.2398 5.1788 2.1585
C13 -1.9498 -2.1680 -0.3799
C14 0.2476 -0.9207 3.6450
C15 4.5511 -0.0842 0.9605
C16 -5.1217 0.6270 0.4109
C17 4.4563 -1.4770 3.0518
C18 1.2243 5.2904 -0.6501
C19 -3.6367 -1.1042 1.1339
C20 -3.6889 -5.4492 0.4699
C21 -1.4744 2.0818 -1.6359
C22 2.4662 -1.9913 4.2357
C23 -1.4029 -4.5784 -0.9256
C24 -2.2352 2.2650 -2.7756
C25 -3.2281 -1.3276 -0.1808
C26 1.4030 2.8880 -0.6857
C27 -3.2104 -4.1519 0.6390
C28 -4.8652 0.2856 -0.9374
C29 1.3214 4.0976 1.5825
C30 -0.3830 -1.6479 0.3301
C31 1.6900 -1.2803 3.3170
C32 -4.6475 -8.1189 -0.2188
C33 -3.0625 -6.2742 -0.4995
C34 3.8457 -2.1174 4.1287
C35 0.4509 -0.4388 0.2977
C36 0.2194 0.6719 -0.4357
C37 -2.2711 1.3221 -3.8028
C38 0.0720 0.5463 4.0068
C39 -4.5401 -0.0951 1.4632
C40 -0.7630 -0.0515 -2.5399
C41 2.0793 1.6455 -2.8330
C42 2.3255 -0.7871 2.1467
C43 1.3565 4.0890 0.0554
C44 -1.6124 0.1103 -3.6108
C45 -4.0289 -0.7974 -1.2271
C46 -0.6892 0.9215 -1.5306
C47 5.5375 0.9231 1.5315
C48 -1.8217 -5.8864 -1.0683
C49 1.6213 2.8993 -2.0848
H1 0.4453 1.2073 3.2248
H2 -0.9827 0.7782 4.1901
H3 2.1324 2.3767 -4.8687
H4 -1.5610 -1.8784 -1.3491
H5 1.6570 0.6721 -4.7424
H6 4.0566 2.3631 -3.3331
H7 -1.3997 -1.5437 4.9014
H8 4.4120 -2.7345 4.8494
H9 -0.4914 5.2404 1.7941
H10 -4.5468 -5.8131 1.0588
H11 1.6710 0.7473 -2.3517
H12 6.3206 0.4201 2.1044
H13 1.9806 -2.4742 5.0739
H14 5.0211 1.6198 2.1995
H15 -3.9815 -1.1754 -2.2625
H16 6.0122 1.4942 0.7292
H17 4.4445 -1.7809 -0.3596
H18 0.4995 1.9466 -4.2885
H19 -0.7650 3.4860 1.6841
H20 2.2766 5.1025 3.2524
H21 -4.7115 -9.1672 -0.5320
H22 1.8633 6.1774 1.8980
H23 5.6746 -0.5913 -0.7951
H24 -1.4787 2.8075 -0.8194
H25 0.1687 -1.5119 5.7114
H26 -0.1389 4.1996 3.2022
H27 -1.3001 -6.6205 -1.6876
H28 1.7117 3.1297 1.9188
H29 -5.5370 -7.5683 -0.5436
H30 -4.6154 -8.0893 0.8678
H31 0.3261 -2.5453 0.2292
H32 1.1229 6.2335 -0.0957
H33 -4.7976 0.0428 2.5256
H34 3.2592 5.0605 1.7685
H35 -5.3469 0.8635 -1.7405
H36 5.5378 -1.5736 2.9817
H37 3.8133 0.4771 0.3921
H38 1.6375 4.1308 -3.8460
H39 -0.1240 -0.9299 -2.4696
H40 -3.2145 -1.7233 1.9229
H41 3.9581 1.5735 -1.7279
H42 -0.2328 -2.8263 4.5986
H43 -5.6805 1.5338 0.6816
H44 -2.8260 1.5240 -4.7089
H45 -0.3120 -1.1207 2.7326
H46 3.9504 0.5923 -3.1968
H47 -3.7310 -3.5311 1.3959
H48 5.9635 -1.6849 0.5691
H49 1.0860 6.2033 -2.6036
H50 -1.0888 -1.5842 1.2813
H51 -0.5195 -4.2405 -1.4710
H52 0.6429 0.7521 4.9173

Summary:
HOMO (hartree): -0.37682
E (Ha): -2736.80251
M (g/mol): 813.0
Relative energy (zero: lowest compared OMol25 entry of this formula, charge and spin) (kJ/mol): 0.0
Charge: +1



# C4H6KN2O4S

C4H6KN2O4S as an isolated structure at a distorted geometry (ωB97M-V with the def2-TZVPD basis set, the Open Molecules 2025 dataset).

Cartesian coordinates (Å):
K1 28.0024 31.3190 -5.7238
S1 30.3672 29.1903 -7.1499
O1 31.6747 28.5822 -6.8362
O2 29.6535 28.4514 -8.2199
O3 30.5246 30.6414 -7.5216
O4 29.5070 29.1770 -5.8969
N1 26.5879 33.5336 -6.6610
N2 29.3355 32.9766 -3.8845
C1 30.3827 32.5176 -3.7714
C2 26.0192 35.4834 -8.2800
C3 26.3395 34.4038 -7.3673
C4 31.6676 31.8565 -3.7115
H1 31.7629 31.2029 -4.5825
H2 25.3749 35.1056 -9.0713
H3 31.7308 31.2853 -2.7873
H4 25.5319 36.2979 -7.7536
H5 26.9426 35.8417 -8.7352
H6 32.4593 32.6045 -3.7057

Summary:
HOMO (hartree): -0.10827
E (Ha): -1564.69960
M (g/mol): 217.3
Relative energy (zero: lowest compared OMol25 entry of this formula, charge and spin) (kJ/mol): 0.0
Charge: -1